{
  "formula": "C15H10Cl4N2O5Re",
  "method": "the ωB97M-V functional and the def2-TZVPD basis",
  "symbols": ["Re", "Cl", "C", "C", "Cl", "C", "Cl", "C", "O", "C", "O", "C", "Cl", "N", "C", "C", "C", "C", "C", "C", "C", "C", "N", "C", "H", "H", "H", "H", "H", "H", "H", "H", "O", "H", "H", "O", "O"],
  "positions_angstrom": [[1.42920, 0.14727, -0.64104], [-1.84508, -5.74858, -0.91456], [-1.12474, -4.29424, -1.33418], [-1.11889, -3.88469, -2.71973], [-1.84098, -4.88428, -3.87994], [-0.53502, -2.70067, -3.09519], [-0.48525, -2.14939, -4.70131], [0.05809, -1.89773, -2.08665], [0.63610, -0.77305, -2.31179], [0.04269, -2.31545, -0.70968], [0.63500, -1.45741, 0.11321], [-0.53927, -3.50055, -0.33012], [-0.53292, -3.96354, 1.30970], [1.87204, 0.61674, 1.42085], [0.78389, 1.41057, 2.00961], [0.79939, 1.87061, 3.29347], [-0.28769, 2.62917, 3.77803], [-1.35465, 2.90916, 2.97153], [-1.38472, 2.44186, 1.63588], [-2.44026, 2.70223, 0.73358], [-2.38066, 2.22472, -0.54996], [-1.27089, 1.47665, -0.94796], [-0.26455, 1.20745, -0.12499], [-0.30029, 1.68392, 1.16341], [2.75781, 1.10697, 1.54639], [1.96104, -0.26293, 1.93306], [1.63980, 1.66118, 3.94481], [-0.26414, 2.98959, 4.79662], [-2.18618, 3.49440, 3.34174], [-3.29006, 3.28627, 1.06483], [-3.16874, 2.41721, -1.26290], [-1.18552, 1.09088, -1.95626], [3.11913, -1.11101, -1.20841], [3.24354, -1.31429, -2.14770], [3.98023, -1.16685, -0.77397], [2.17464, 1.54442, -1.38490], [2.66792, 2.51340, -1.97548]],
  "forces_ev_per_a": [[0.26, 0.52, -0.27], [0.01, 0.01, 0.00], [-0.03, -0.04, -0.06], [0.00, -0.01, 0.02], [0.00, 0.00, -0.01], [-0.01, -0.01, -0.02], [0.00, 0.00, 0.01], [0.01, 0.01, 0.03], [-0.01, -0.01, 0.00], [-0.05, -0.07, -0.04], [0.07, 0.08, 0.03], [0.04, 0.08, 0.04], [0.00, 0.00, -0.01], [-0.01, -0.02, 0.00], [-0.01, 0.00, 0.00], [0.00, 0.00, 0.00], [0.00, 0.00, 0.00], [0.00, 0.00, 0.00], [0.00, 0.00, 0.00], [0.00, 0.00, 0.01], [0.01, -0.01, -0.01], [-0.01, 0.00, -0.01], [0.01, -0.03, 0.00], [0.01, 0.00, 0.01], [0.00, 0.00, -0.01], [0.00, 0.00, 0.01], [0.00, 0.00, 0.00], [0.00, 0.00, 0.00], [0.00, 0.00, 0.00], [0.00, 0.00, 0.00], [0.00, 0.00, 0.00], [0.00, 0.00, 0.00], [-0.01, -0.01, 0.01], [0.00, 0.00, 0.00], [0.00, 0.00, 0.00], [-0.35, -0.56, 0.33], [0.06, 0.05, -0.05]],
  "total_charge": 2,
  "energy_ev": -81136.9675,
  "mol_weight_da": 626.3,
  "relative_energy_kcal_mol": 1.5,
  "s_squared": 0.802,
  "multiplicity": 2,
  "orbital_gap_ev": [7.1, 5.8]
}


{
  "formula": "C15H10N2O11Sn",
  "method": "the ωB97M-V functional and the def2-TZVPD basis",
  "symbols": ["Sn", "O", "C", "C", "O", "C", "C", "O", "C", "O", "O", "N", "C", "C", "C", "O", "O", "H", "H", "H", "H", "H", "H", "O", "C", "O", "C", "C", "C", "C", "C", "C", "N", "O", "O", "H", "H", "H", "H"],
  "positions_angstrom": [[0.06031, 0.78523, -0.74606], [-3.01635, -5.80175, 0.76587], [-2.52108, -4.77138, 0.43858], [-1.48259, -4.56999, -0.69731], [-0.87539, -5.42728, -1.25671], [-1.30650, -3.04500, -0.91583], [-1.97736, -2.32705, 0.28237], [-1.80413, -1.19305, 0.61214], [-2.83380, -3.37530, 1.04278], [-3.62445, -3.13662, 1.89915], [-0.81799, -2.51603, -1.86630], [2.03605, 1.85171, -1.41425], [3.23100, 0.98092, -1.37263], [3.50878, 0.54796, 0.06396], [2.61677, -0.59980, 0.49592], [3.04625, -1.63348, 0.93900], [1.31771, -0.38642, 0.33761], [1.91629, 2.25577, -2.33713], [2.13479, 2.60820, -0.73084], [4.10093, 1.49809, -1.78281], [3.03853, 0.11315, -2.00916], [3.31229, 1.39513, 0.72664], [4.54590, 0.24425, 0.18289], [1.73735, 3.24733, 0.99642], [0.59756, 2.99924, 1.36703], [-0.25069, 2.25064, 0.72732], [0.06802, 3.59494, 2.64085], [-1.12142, 3.15131, 3.20791], [-1.58381, 3.70517, 4.39268], [-0.86854, 4.71572, 5.01440], [0.31123, 5.14199, 4.42891], [0.80057, 4.59973, 3.25812], [1.07716, 6.22034, 5.08402], [2.13075, 6.54743, 4.57953], [0.60403, 6.71391, 6.08743], [-1.67685, 2.36801, 2.71197], [-2.50567, 3.35188, 4.83301], [-1.20542, 5.17204, 5.93296], [1.72999, 4.94640, 2.83286]],
  "forces_ev_per_a": [[-0.03, 0.14, -0.36], [0.02, -0.01, 0.01], [0.01, 0.03, -0.01], [0.13, -0.02, -0.03], [-0.10, 0.01, -0.02], [-0.01, 0.05, -0.03], [0.16, 0.02, 0.09], [-0.14, -0.09, -0.01], [-0.05, 0.09, -0.03], [0.04, -0.03, 0.02], [0.02, -0.05, 0.13], [0.02, 0.03, -0.18], [-0.01, -0.06, -0.03], [-0.01, -0.03, 0.05], [-0.20, 0.08, -0.08], [0.13, -0.06, 0.08], [-0.14, -0.18, 0.16], [0.04, 0.02, -0.01], [-0.04, 0.05, 0.09], [-0.05, 0.05, 0.03], [0.06, -0.01, 0.01], [0.11, -0.01, 0.02], [-0.01, -0.03, -0.03], [0.11, 0.09, -0.01], [-0.19, 0.00, 0.07], [0.09, -0.10, 0.11], [0.05, 0.01, 0.00], [0.00, 0.00, -0.04], [0.01, 0.02, 0.01], [0.00, -0.01, -0.02], [-0.02, -0.01, -0.01], [0.00, -0.02, 0.04], [0.00, -0.01, -0.01], [0.01, 0.02, 0.01], [0.01, 0.01, 0.02], [0.00, -0.01, 0.00], [-0.01, -0.01, 0.00], [0.01, 0.00, 0.00], [0.00, -0.01, -0.01]],
  "energy_ev": -47047.9596,
  "mol_weight_da": 513.0,
  "relative_energy_kcal_mol": 0.0,
  "orbital_gap_ev": 5.7
}


{
  "formula": "C15H10N2O3RuS3",
  "method": "the ωB97M-V functional and the def2-TZVPD basis",
  "symbols": ["Ru", "O", "C", "C", "C", "C", "C", "C", "C", "O", "N", "N", "C", "C", "C", "C", "C", "C", "C", "O", "H", "H", "H", "H", "H", "H", "H", "H", "H", "H", "S", "C", "S", "S"],
  "positions_angstrom": [[-1.20887, 0.41829, -1.17611], [-0.86547, -4.06696, -0.99849], [0.18337, -4.10943, -0.16039], [0.65643, -5.37335, 0.20347], [1.71776, -5.50224, 1.07378], [2.33603, -4.37221, 1.60511], [1.87399, -3.12187, 1.24821], [0.80225, -2.96241, 0.36628], [0.34569, -1.60371, -0.00427], [-0.60107, -1.51301, -0.91046], [0.91740, -0.57944, 0.55311], [0.36174, 0.59934, 0.08572], [0.86468, 1.69939, 0.50887], [0.42191, 3.00635, 0.07890], [0.99407, 4.11336, 0.73388], [0.67343, 5.40773, 0.40772], [-0.25119, 5.63142, -0.62018], [-0.82040, 4.57566, -1.28743], [-0.50967, 3.23501, -0.96839], [-1.09047, 2.30568, -1.69263], [-1.09571, -3.11734, -1.12497], [0.15826, -6.23806, -0.21515], [2.06740, -6.49120, 1.34487], [3.16876, -4.47138, 2.28884], [2.33423, -2.22641, 1.64194], [1.67642, 1.63787, 1.23107], [1.71101, 3.91867, 1.52455], [1.12514, 6.23682, 0.93599], [-0.52407, 6.64404, -0.89236], [-1.53853, 4.73130, -2.08194], [-3.24921, 0.19124, -2.43115], [-4.07997, 0.41365, -0.94389], [-2.86770, 0.62283, 0.31225], [-5.68765, 0.36034, -0.63676]],
  "forces_ev_per_a": [[-0.34, 0.19, 0.10], [-0.04, 0.03, 0.04], [-0.01, 0.02, 0.07], [-0.01, 0.00, -0.01], [0.01, 0.01, 0.00], [0.01, -0.01, 0.01], [-0.01, 0.00, -0.03], [-0.01, -0.06, -0.02], [-0.01, 0.06, -0.06], [-0.07, 0.01, 0.05], [0.11, -0.06, 0.12], [-0.02, 0.06, -0.06], [0.01, 0.00, -0.03], [0.00, 0.08, 0.02], [0.00, -0.08, 0.00], [-0.03, 0.05, -0.03], [0.04, -0.02, 0.04], [-0.01, -0.03, -0.02], [0.02, -0.01, 0.02], [0.09, 0.04, -0.05], [0.07, -0.04, -0.11], [0.00, 0.00, 0.00], [0.00, 0.00, 0.00], [0.00, 0.00, 0.00], [0.00, 0.00, 0.00], [0.00, -0.01, 0.00], [0.00, 0.00, 0.00], [0.00, 0.00, 0.00], [0.00, 0.00, 0.00], [0.00, -0.01, 0.00], [0.14, -0.06, -0.02], [-0.06, -0.23, 0.04], [0.23, -0.06, -0.05], [-0.09, 0.11, -0.01]],
  "total_charge": -1,
  "energy_ev": -59931.3478,
  "mol_weight_da": 463.5,
  "s_squared": 0.761,
  "multiplicity": 2,
  "orbital_gap_ev": [7.2, 6.8]
}


Number 1 is which compound?
C15H10Cl4N2O5Re